(1)
{"formula": "C13H13AsBF2O6RuS", "method": "ωB97M-V with the def2-TZVPD basis set", "charge": 1, "de_lowest_kj_mol": 0.00, "homo_lumo_gap_ev": 9.596, "species": ["Ru", "C", "C", "C", "C", "C", "C", "C", "H", "H", "H", "H", "H", "H", "H", "H", "O", "As", "O", "O", "C", "C", "C", "C", "C", "C", "S", "O", "O", "O", "H", "H", "H", "H", "H", "F", "B", "F"], "xyz": [[0.68936, -0.54136, 1.29736], [1.52419, -3.70592, 1.71569], [1.53001, -2.31266, 2.25881], [2.56388, -1.39995, 1.96462], [2.48875, -0.04802, 2.38955], [1.38934, 0.40547, 3.13449], [0.33145, -0.49614, 3.41976], [0.39637, -1.83482, 2.98564], [0.63774, -3.86403, 1.10080], [1.49566, -4.41825, 2.54103], [2.40951, -3.90403, 1.11584], [3.38495, -1.71216, 1.33420], [3.23415, 0.65862, 2.05012], [1.30024, 1.45129, 3.39067], [-0.57987, -0.12577, 3.86816], [-0.45791, -2.48271, 3.12494], [0.56405, -1.28084, -2.91266], [-0.03147, -0.58918, -1.46219], [-0.18788, -1.71510, -0.24922], [1.20300, 0.33476, -0.63458], [-1.40336, 0.56340, -2.08186], [-1.93064, 0.34048, -3.34294], [-2.90535, 1.20583, -3.83067], [-3.33038, 2.28158, -3.07305], [-2.79183, 2.51552, -1.81052], [-1.83214, 1.65534, -1.31963], [-1.14850, 1.97597, 0.27508], [0.24591, 2.50979, 0.04722], [-1.94479, 2.91910, 0.96773], [-1.04959, 0.63211, 0.88806], [1.12861, -2.05291, -2.76349], [-1.58739, -0.49054, -3.94278], [-3.32494, 1.03263, -4.81187], [-4.08614, 2.95160, -3.45904], [-3.11611, 3.35153, -1.20609], [1.25443, 2.18387, -2.06994], [1.39044, 1.84018, -0.75982], [2.54623, 2.16533, -0.13943]], "forces_ev_per_a": [[-0.063, -0.250, -0.003], [0.000, -0.007, -0.022], [-0.034, 0.095, 0.049], [0.012, -0.183, -0.059], [0.028, 0.140, 0.020], [-0.051, 0.091, -0.008], [0.069, -0.095, -0.011], [0.010, 0.092, 0.063], [0.000, -0.006, 0.010], [0.020, -0.003, 0.000], [-0.003, 0.005, -0.006], [-0.017, -0.011, -0.008], [-0.014, 0.011, 0.001], [-0.005, 0.000, -0.013], [-0.003, -0.006, 0.011], [0.006, -0.011, 0.004], [0.000, 0.023, -0.028], [0.055, 0.065, -0.075], [-0.034, -0.034, 0.057], [-0.014, 0.008, 0.033], [0.004, 0.039, 0.000], [0.000, -0.011, 0.031], [-0.003, 0.014, -0.012], [-0.005, -0.002, -0.008], [0.012, -0.005, 0.009], [0.019, -0.031, -0.040], [-0.020, 0.181, 0.133], [0.006, -0.093, -0.022], [-0.003, -0.062, -0.042], [0.036, -0.003, -0.046], [-0.002, 0.000, 0.020], [-0.002, 0.003, -0.008], [-0.001, -0.001, 0.001], [-0.001, -0.004, -0.004], [0.001, 0.001, -0.004], [0.011, -0.017, 0.013], [-0.013, 0.051, -0.043], [0.000, 0.016, 0.012]]}



(2)
{"formula": "C13H13AuN7O2", "method": "ωB97M-V with the def2-TZVPD basis set", "charge": 3, "de_lowest_kj_mol": 0.00, "homo_lumo_gap_ev": [4.573, 4.574], "species": ["Au", "N", "N", "C", "N", "N", "N", "O", "O", "H", "H", "H", "H", "H", "C", "C", "N", "C", "C", "C", "C", "C", "C", "C", "C", "C", "N", "C", "H", "H", "H", "H", "H", "H", "H", "H"], "xyz": [[-0.72374, 0.00240, 0.73183], [-2.86227, 0.30517, 1.43202], [-3.12267, 0.04171, 2.79342], [-2.15631, -0.17538, 3.68498], [-2.42379, -0.36547, 4.94673], [-0.86523, -0.19287, 3.14195], [0.12549, -0.22284, 3.91035], [0.30862, -0.25458, 5.06358], [1.86527, -1.33454, 2.02040], [-3.15652, 1.26242, 1.22998], [-3.43832, -0.33135, 0.87840], [-4.09425, 0.05552, 3.08763], [-3.37479, -0.33664, 5.30317], [-1.70784, -0.56583, 5.63551], [3.42752, -1.32762, 0.18217], [2.17068, -1.04993, 0.75154], [1.20081, -0.48145, 0.05698], [1.40882, -0.16831, -1.26280], [2.61936, -0.40736, -1.89761], [3.64805, -1.00484, -1.12429], [2.77116, -0.05727, -3.27747], [1.74611, 0.49418, -3.96890], [0.48622, 0.73448, -3.33457], [-0.62556, 1.29273, -3.99895], [-1.80411, 1.48615, -3.32050], [-1.88144, 1.12320, -1.97482], [-0.84847, 0.59998, -1.33303], [0.32889, 0.40104, -1.98492], [4.19693, -1.78964, 0.78739], [2.60584, -1.77953, 2.45960], [4.61005, -1.20909, -1.57828], [3.72249, -0.24476, -3.75797], [1.86092, 0.75816, -5.01188], [-0.54319, 1.56501, -5.04412], [-2.67241, 1.91118, -3.80360], [-2.80234, 1.26597, -1.42393]], "forces_ev_per_a": [[-0.412, 0.141, 1.015], [0.648, -0.038, -0.191], [-0.455, 0.037, -0.103], [0.595, -0.143, -0.733], [-0.059, 0.005, -0.098], [-1.357, -0.090, 0.352], [2.240, 0.247, -3.264], [-0.906, -0.151, 2.254], [0.074, 0.084, -0.805], [0.050, 0.060, -0.038], [0.004, -0.037, -0.056], [-0.001, 0.025, -0.176], [0.036, 0.057, -0.072], [0.318, 0.046, -0.073], [0.029, 0.061, -0.279], [0.053, -0.348, 1.173], [-0.901, 0.228, 0.171], [-0.231, 0.279, -0.378], [-0.019, 0.057, -0.014], [0.072, -0.065, 0.133], [-0.055, -0.020, 0.054], [-0.030, -0.003, 0.033], [-0.017, 0.000, -0.092], [0.027, -0.009, -0.001], [0.046, -0.014, 0.063], [-0.266, 0.017, 0.098], [0.174, -0.274, 0.771], [0.391, -0.201, 0.098], [-0.019, 0.009, 0.042], [-0.009, 0.023, 0.124], [0.009, 0.000, -0.004], [0.008, -0.010, 0.002], [-0.001, 0.019, -0.002], [-0.006, 0.001, -0.011], [-0.021, 0.011, 0.027], [-0.008, -0.002, -0.018]]}



(3)
{"formula": "C13H13ClN2O2S", "method": "ωB97M-V with the def2-TZVPD basis set", "smiles": "CCOC(=O)Cc1csc(Nc2ccc(Cl)cc2)n1", "de_lowest_kj_mol": 1.71, "homo_lumo_gap_ev": 8.263, "species": ["C", "C", "O", "C", "O", "C", "C", "C", "S", "C", "N", "C", "C", "C", "C", "Cl", "C", "C", "N", "H", "H", "H", "H", "H", "H", "H", "H", "H", "H", "H", "H", "H"], "xyz": [[2.58375, 3.60485, -1.07819], [3.38736, 2.35022, -0.79569], [2.71212, 1.60133, 0.21949], [3.24811, 0.43263, 0.55562], [4.25847, -0.01100, 0.07749], [2.39583, -0.28430, 1.58900], [1.62104, -1.34753, 0.87339], [2.13904, -2.50231, 0.38449], [0.91818, -3.42904, -0.41312], [-0.22839, -2.13669, -0.01335], [-1.51520, -2.28021, -0.40716], [-2.58160, -1.41462, -0.20509], [-3.83183, -1.78791, -0.70030], [-4.92861, -0.96763, -0.52938], [-4.78155, 0.23666, 0.14129], [-6.15344, 1.26720, 0.35797], [-3.54566, 0.61994, 0.63794], [-2.44798, -0.20077, 0.46618], [0.29242, -1.15634, 0.63753], [1.58425, 3.34057, -1.41257], [3.07631, 4.18714, -1.85142], [2.50079, 4.20690, -0.17750], [3.48188, 1.72399, -1.68979], [4.39629, 2.59091, -0.44224], [3.05326, -0.73332, 2.33356], [1.70416, 0.41827, 2.04876], [3.14815, -2.85359, 0.43280], [-1.72593, -3.13176, -0.90814], [-3.94408, -2.72745, -1.22219], [-5.89322, -1.25952, -0.91329], [-3.44257, 1.55898, 1.15819], [-1.48135, 0.08438, 0.84572]], "forces_ev_per_a": [[0.084, -0.405, 0.225], [0.319, 0.171, -0.383], [-0.374, 0.344, 0.065], [0.117, -0.200, 0.318], [0.086, -0.014, -0.022], [0.143, 0.087, -0.239], [0.513, -0.740, -0.103], [-0.235, 0.135, 0.084], [-0.276, 0.592, 0.229], [0.904, -0.814, -0.206], [-0.283, -0.497, -0.337], [-0.359, 0.344, 0.094], [0.125, 0.064, 0.064], [0.043, 0.092, 0.060], [0.208, -0.077, 0.008], [-0.197, 0.145, 0.029], [-0.316, -0.093, -0.125], [0.155, -0.059, 0.004], [-0.655, 0.495, 0.110], [-0.102, 0.030, -0.063], [0.037, 0.070, -0.075], [-0.021, 0.115, 0.052], [0.028, 0.081, 0.152], [-0.133, -0.079, -0.076], [0.006, 0.106, -0.036], [0.054, -0.081, 0.065], [0.274, -0.033, 0.030], [0.012, 0.195, 0.105], [-0.020, -0.110, -0.063], [-0.090, -0.010, -0.027], [-0.003, 0.088, 0.044], [-0.046, 0.056, 0.017]]}



(4)
{"formula": "C13H13Co2O7", "method": "ωB97M-V with the def2-TZVPD basis set", "charge": -1, "homo_lumo_gap_ev": 6.522, "species": ["C", "C", "C", "C", "O", "H", "H", "H", "H", "H", "H", "H", "H", "H", "H", "O", "C", "Co", "C", "O", "C", "O", "C", "C", "C", "Co", "C", "O", "C", "O", "C", "O", "H", "H", "H"], "xyz": [[3.62678, 0.33169, 0.42173], [2.93018, 1.66316, 0.22973], [2.52205, 2.26317, 1.56682], [3.83281, 2.60748, -0.56226], [1.70375, 1.40712, -0.51283], [3.92618, -0.10994, -0.53478], [4.53864, 0.48348, 1.00768], [3.00338, -0.38302, 0.96608], [2.06914, 3.24911, 1.40933], [1.79675, 1.60485, 2.06511], [3.39998, 2.38923, 2.20865], [3.36563, 3.59244, -0.66452], [4.78536, 2.76127, -0.04121], [4.05798, 2.19673, -1.55421], [1.21219, 2.23979, -0.53430], [-2.81591, -1.23008, -4.26417], [-3.11202, -1.37614, -3.15237], [-3.51103, -1.58595, -1.47573], [-4.22457, -0.02787, -1.07690], [-4.73719, 0.99318, -0.90079], [-4.76431, -2.80875, -1.57500], [-5.60790, -3.59215, -1.72318], [-1.64012, -1.97289, -0.82281], [-0.77747, -1.02883, -0.28437], [0.42210, -0.40331, -0.40251], [-2.00644, -1.57067, 0.90111], [-2.59143, 0.06060, 1.28935], [-2.99267, 1.08917, 1.62878], [-0.88190, -1.87450, 2.26688], [-0.18237, -2.07363, 3.15951], [-3.47436, -2.46710, 1.38124], [-4.39369, -3.04335, 1.78850], [-1.28222, -2.89178, -1.32595], [1.00430, -0.32168, 0.50603], [0.79840, -0.17084, -1.38863]], "forces_ev_per_a": [[0.218, -0.328, 0.108], [-0.691, 0.141, -0.446], [0.166, -0.008, 0.181], [0.183, 0.108, 0.095], [2.279, 2.439, 0.035], [-0.199, 0.057, 0.093], [-0.049, 0.034, -0.034], [0.064, 0.106, -0.158], [-0.015, -0.120, 0.093], [0.201, 0.212, -0.120], [-0.119, 0.033, 0.044], [-0.019, -0.107, -0.128], [-0.083, -0.045, -0.009], [-0.176, 0.091, 0.194], [-0.015, -0.119, -0.050], [-0.571, -0.062, 0.853], [1.186, -0.138, -0.362], [0.647, 0.294, 1.361], [-0.531, 1.552, 0.046], [0.263, -0.703, -0.143], [-0.936, -1.633, -0.131], [0.685, 0.834, 0.126], [0.235, -0.430, -3.787], [3.303, -0.046, -2.333], [-2.734, -2.757, 0.512], [-2.645, 0.270, 3.632], [-0.911, 2.036, 0.906], [0.671, -1.210, -0.498], [0.038, -0.897, 0.010], [-0.424, 0.430, -0.683], [-1.176, -1.608, 0.710], [1.157, 0.927, -0.601], [0.126, 0.656, 0.524], [-0.259, 0.511, -0.255], [0.128, -0.520, 0.215]]}



The calculation returns the following electronic energy values, one per record and in order: -3908.06373 -1171.48134 -1621.58417 -3795.31861 Eh.
The calculation returns the following M values, one per record and in order: 522.11 496.26 296.78 399.11 g/mol.